The following is a DFT calculation (ωB97M-V with the def2-TZVPD basis set) of C26H55NO6P2Sb3Zr as an isolated structure.

Summary:
Net charge ... +3
Total energy ... -81081.8414 eV
HOMO level ... -16.176 eV

Positions of all 94 atoms, in Å:
Zr: 0.392 1.000 0.749
N: 0.046 1.294 5.532
C: 1.187 1.041 4.566
C: 2.481 0.865 5.358
P: 1.215 2.383 3.321
O: 2.148 3.467 3.960
O: -0.186 2.796 3.008
O: 1.890 1.765 2.077
P: 0.688 -0.547 3.722
O: 2.058 -1.183 3.284
O: -0.150 -1.278 4.677
O: 0.010 -0.087 2.379
H: 0.345 1.851 6.337
H: -0.301 0.367 5.842
H: -0.725 1.782 5.064
H: 2.692 1.755 5.952
H: 3.318 0.711 4.680
H: 2.419 0.000 6.020
H: 1.919 4.402 3.843
H: 2.302 -1.989 3.768
C: -3.891 2.570 -0.569
Sb: -2.351 2.168 0.834
C: -2.942 3.573 2.307
C: -0.579 3.226 -0.048
C: -0.140 2.862 -1.454
C: -1.092 2.973 -2.479
C: -0.745 2.852 -3.806
C: 0.583 2.613 -4.150
C: 1.529 2.483 -3.158
C: 1.198 2.600 -1.802
C: 2.320 2.496 -0.804
Sb: 3.057 0.448 -0.353
C: 4.068 0.003 -2.158
C: 4.713 0.928 0.873
H: -4.813 2.303 -0.051
H: -3.796 1.970 -1.466
H: -3.909 3.633 -0.798
H: -2.914 3.106 3.286
H: -2.258 4.418 2.287
H: -3.954 3.895 2.069
H: 0.246 3.359 0.671
H: -0.959 4.253 -0.029
H: -2.112 3.226 -2.226
H: -1.495 2.980 -4.575
H: 0.875 2.549 -5.188
H: 2.564 2.317 -3.430
H: 2.197 3.094 0.099
H: 3.233 2.895 -1.256
H: 4.699 0.858 -2.400
H: 3.382 -0.214 -2.968
H: 4.696 -0.863 -1.960
H: 5.308 0.028 1.010
H: 4.357 1.299 1.828
H: 5.311 1.684 0.367
C: 0.645 -0.749 -3.396
C: 0.423 -2.090 -2.709
C: 1.763 -2.717 -2.332
C: -0.335 -3.036 -3.634
Sb: -0.703 -1.657 -0.877
C: -2.811 -1.545 -1.482
C: -2.886 -0.473 -2.566
C: -3.343 -2.875 -2.012
C: -3.654 -1.166 -0.265
C: -0.473 -3.374 0.461
C: -0.686 -4.697 -0.273
C: 0.952 -3.341 1.020
C: -1.491 -3.236 1.593
H: 1.238 -0.894 -4.305
H: 1.180 -0.049 -2.751
H: -0.287 -0.263 -3.689
H: 2.396 -2.751 -3.224
H: 1.651 -3.741 -1.982
H: 2.297 -2.158 -1.563
H: 0.335 -3.321 -4.451
H: -1.204 -2.561 -4.086
H: -0.653 -3.953 -3.138
H: -2.392 -0.788 -3.485
H: -2.436 0.475 -2.253
H: -3.936 -0.291 -2.817
H: -2.888 -3.185 -2.948
H: -4.415 -2.751 -2.196
H: -3.242 -3.683 -1.288
H: -3.239 -0.342 0.312
H: -3.776 -2.008 0.416
H: -4.653 -0.877 -0.604
H: 0.011 -4.836 -1.099
H: -1.700 -4.813 -0.651
H: -0.512 -5.514 0.433
H: 1.689 -3.600 0.263
H: 1.032 -4.087 1.816
H: 1.215 -2.372 1.437
H: -2.502 -3.458 1.250
H: -1.492 -2.247 2.055
H: -1.252 -3.960 2.376